{
  "formula": "C34H68N2O14",
  "method": "wB97M-V/def2-TZVPD",
  "charge": 0,
  "molar_mass_g_mol": 728.9,
  "orbital_gap_ha": 0.333,
  "homo_ev": -9.047,
  "smiles": "C[N+](=O)[O-].C[N+](=O)[O-].c1ccccc1.c1ccccc1.COCCOC.COCCOC.COCCOC.COCCOC.COCCOC",
  "elements": ["C", "N", "O", "O", "H", "H", "H", "C", "N", "O", "O", "H", "H", "H", "C", "C", "C", "C", "C", "C", "H", "H", "H", "H", "H", "H", "C", "C", "C", "C", "C", "C", "H", "H", "H", "H", "H", "H", "C", "O", "C", "C", "O", "C", "H", "H", "H", "H", "H", "H", "H", "H", "H", "H", "C", "O", "C", "C", "O", "C", "H", "H", "H", "H", "H", "H", "H", "H", "H", "H", "C", "O", "C", "C", "O", "C", "H", "H", "H", "H", "H", "H", "H", "H", "H", "H", "C", "O", "C", "C", "O", "C", "H", "H", "H", "H", "H", "H", "H", "H", "H", "H", "C", "O", "C", "C", "O", "C", "H", "H", "H", "H", "H", "H", "H", "H", "H", "H"],
  "coordinates": [[-3.039, 5.011, 2.399], [-2.033, 5.980, 1.881], [-1.164, 5.485, 1.202], [-2.130, 7.132, 2.253], [-3.595, 4.611, 1.556], [-3.724, 5.484, 3.097], [-2.488, 4.260, 2.958], [-4.688, -0.872, 1.946], [-4.573, -2.317, 1.572], [-5.577, -2.980, 1.420], [-3.430, -2.720, 1.542], [-5.767, -0.743, 1.946], [-4.171, -0.359, 1.141], [-4.241, -0.845, 2.937], [-0.913, 0.585, 1.501], [-1.447, -0.516, 0.780], [-1.777, -0.370, -0.567], [-1.774, 0.902, -1.128], [-1.396, 1.979, -0.365], [-0.919, 1.826, 0.920], [-0.563, 0.435, 2.514], [-1.494, -1.459, 1.301], [-2.160, -1.250, -1.068], [-2.190, 1.050, -2.117], [-1.601, 2.987, -0.710], [-0.601, 2.669, 1.521], [-2.806, -4.877, -1.408], [-3.193, -6.215, -1.419], [-2.272, -7.250, -1.632], [-0.959, -6.886, -1.847], [-0.550, -5.552, -1.842], [-1.478, -4.544, -1.656], [-3.499, -4.067, -1.219], [-4.263, -6.365, -1.343], [-2.699, -8.210, -1.889], [-0.202, -7.612, -2.118], [0.494, -5.364, -2.051], [-1.142, -3.514, -1.686], [6.786, 1.832, 3.354], [5.567, 2.554, 3.163], [5.678, 3.672, 2.297], [4.304, 4.330, 2.130], [3.424, 3.320, 1.706], [2.124, 3.862, 1.452], [7.268, 2.267, 4.235], [7.452, 1.987, 2.503], [6.441, 0.814, 3.510], [6.099, 3.331, 1.348], [6.349, 4.385, 2.790], [4.396, 5.176, 1.434], [3.911, 4.846, 3.016], [1.523, 3.237, 0.797], [2.153, 4.889, 1.086], [1.647, 3.851, 2.439], [0.752, -1.604, 4.084], [0.884, -2.145, 2.763], [2.197, -2.655, 2.608], [2.441, -3.414, 1.342], [1.753, -4.647, 1.223], [0.393, -4.740, 1.571], [-0.311, -1.360, 4.112], [1.476, -0.805, 4.244], [0.854, -2.361, 4.869], [2.449, -3.216, 3.517], [2.920, -1.825, 2.659], [3.504, -3.665, 1.314], [2.317, -2.859, 0.406], [0.207, -4.473, 2.616], [-0.013, -5.734, 1.401], [-0.252, -4.031, 1.040], [4.186, 5.137, -5.639], [4.180, 3.769, -5.245], [2.942, 3.129, -5.383], [2.236, 2.959, -4.019], [1.884, 4.154, -3.342], [0.526, 4.479, -3.448], [3.471, 5.782, -5.115], [3.832, 5.290, -6.664], [5.176, 5.553, -5.491], [3.133, 2.111, -5.749], [2.363, 3.475, -6.248], [2.949, 2.454, -3.366], [1.379, 2.294, -4.149], [0.167, 4.540, -2.410], [-0.127, 3.731, -3.902], [0.310, 5.469, -3.860], [0.458, -0.755, -4.564], [0.170, 0.189, -5.570], [0.769, 0.071, -6.840], [0.039, -0.819, -7.826], [-0.036, -0.187, -9.105], [-0.872, -0.859, -10.014], [0.098, -1.785, -4.675], [-0.079, -0.297, -3.733], [1.511, -0.899, -4.298], [1.801, -0.272, -6.709], [0.896, 1.048, -7.313], [-0.946, -1.121, -7.459], [0.605, -1.742, -7.990], [-0.512, -1.880, -10.188], [-0.786, -0.342, -10.968], [-1.907, -0.877, -9.663], [-2.763, 0.764, 4.801], [-2.965, -0.619, 5.011], [-2.692, -1.032, 6.345], [-2.633, -2.569, 6.319], [-2.183, -3.011, 7.581], [-3.269, -3.378, 8.411], [-3.661, 1.273, 5.160], [-2.685, 0.869, 3.717], [-1.821, 1.161, 5.189], [-3.561, -0.889, 7.000], [-1.816, -0.515, 6.734], [-1.922, -2.802, 5.520], [-3.585, -2.942, 5.937], [-3.015, -4.084, 9.196], [-4.085, -3.800, 7.810], [-3.834, -2.548, 8.858]]
}